(1)
DFT (ωB97M-V/def2-TZVPD) results for C49H52BrClN3O6PPbSSi2Te as an isolated structure in a non-equilibrium geometry.

Properties
- total charge = -2
- LUMO energy (eV) = 3.4
- relative energy (zero: lowest compared OMol25 entry of this formula, charge and spin) (eV) = 1.090

Structure (XYZ):
```
118
Properties=species:S:1:pos:R:3:mulliken_charge:R:1
Pb -0.562 0.152 -0.076 1.4081
Cl 1.640 -1.969 -7.029 -0.3179
C 1.011 -1.066 -5.669 0.1826
C -0.172 -0.325 -5.829 -0.7527
C -0.666 0.379 -4.773 -0.4634
C -0.038 0.388 -3.485 -0.7730
O -0.542 1.068 -2.539 0.5840
C 1.199 -0.346 -3.366 1.5728
C 2.053 -0.300 -2.225 -0.6778
N 1.809 0.302 -1.110 1.0033
C 2.787 0.564 -0.158 0.1269
C 4.116 0.190 -0.244 -0.6441
C 5.069 0.610 0.694 -0.9815
C 4.724 1.455 1.711 -0.9277
C 3.384 1.874 1.848 1.4522
C 2.978 2.759 2.869 -1.1987
C 1.664 3.106 2.993 -0.8340
C 0.751 2.534 2.096 -0.4597
N 1.088 1.721 1.125 1.5693
C 2.396 1.390 0.953 -0.5281
C 1.676 -1.075 -4.480 -1.2540
H -0.680 -0.326 -6.785 0.3841
H -1.589 0.935 -4.856 0.4183
H 3.023 -0.786 -2.388 -0.2679
H 4.443 -0.455 -1.049 0.3789
H 6.091 0.265 0.589 0.4020
H 5.459 1.805 2.426 0.4453
H 3.713 3.140 3.568 0.4043
H 1.331 3.744 3.802 0.4909
H -0.307 2.760 2.182 -0.0030
H 2.597 -1.639 -4.382 0.4092
O -2.416 -1.590 -3.533 -0.7967
C -1.804 -2.233 -2.687 -0.2180
O -1.517 -1.850 -1.499 0.0905
C -1.342 -3.653 -3.038 -0.1002
C -1.981 -4.343 -4.063 -0.6386
C -1.645 -5.654 -4.345 -0.6539
C -0.667 -6.294 -3.600 -0.7438
C -0.002 -5.614 -2.597 -0.3519
C -0.309 -4.282 -2.319 0.1478
P 0.586 -3.388 -0.981 2.8024
C -0.060 -4.451 0.384 0.5044
C -1.281 -4.080 0.951 -0.9460
C -1.785 -4.741 2.061 -0.4654
C -1.081 -5.798 2.620 -0.6289
C 0.103 -6.212 2.028 -0.6474
C 0.611 -5.549 0.919 -0.5088
C 2.296 -4.061 -1.247 -0.0673
C 3.218 -4.031 -0.195 -0.5375
C 4.576 -4.192 -0.415 -0.7974
C 5.057 -4.355 -1.707 -0.5735
C 4.164 -4.351 -2.770 -0.6865
C 2.805 -4.201 -2.543 -0.8535
H -2.759 -3.831 -4.614 0.5028
H -2.149 -6.185 -5.144 0.3811
H -0.427 -7.332 -3.798 0.4177
H 0.766 -6.112 -2.017 0.3455
H -1.833 -3.247 0.533 0.4339
H -2.718 -4.404 2.496 0.5007
H -1.448 -6.296 3.509 0.3663
H 0.645 -7.057 2.438 0.3947
H 1.541 -5.889 0.481 0.3401
H 2.861 -3.871 0.817 0.4458
H 5.263 -4.175 0.423 0.4273
H 6.119 -4.466 -1.887 0.3695
H 4.530 -4.461 -3.784 0.4237
H 2.122 -4.178 -3.384 0.4532
Br -3.180 -0.151 0.934 -0.8028
C -5.718 2.027 2.344 -0.9117
Si -5.010 3.358 1.205 0.2951
C -5.948 3.182 -0.434 -1.0292
C -5.314 5.056 2.010 -1.1388
C -3.147 3.289 0.865 -0.3237
Te -2.504 2.195 -0.916 -0.3206
C -1.984 4.035 -1.974 -1.0803
Si -0.277 4.810 -1.787 0.2410
C 1.208 3.655 -1.879 -0.1468
C -0.176 5.818 -0.180 -1.0210
C -0.071 6.059 -3.221 -1.1595
H -6.809 2.084 2.349 0.3362
H -5.371 2.122 3.374 0.2820
H -5.430 1.038 1.994 0.2008
H -7.026 3.309 -0.312 0.3565
H -5.768 2.174 -0.814 0.2894
H -5.604 3.885 -1.194 0.2949
H -6.369 5.211 2.244 0.2989
H -4.989 5.877 1.368 0.3069
H -4.755 5.129 2.944 0.3438
H -2.635 2.856 1.725 0.0985
H -2.751 4.296 0.717 0.4001
H -2.753 4.767 -1.714 0.6279
H -2.136 3.766 -3.022 0.5530
H 1.390 3.173 -0.918 -0.3369
H 2.114 4.192 -2.170 0.5181
H 1.038 2.858 -2.601 -0.0648
H -0.237 5.176 0.701 0.2077
H -0.978 6.556 -0.113 0.3434
H 0.772 6.356 -0.127 0.3365
H 0.003 5.543 -4.181 0.3098
H 0.844 6.641 -3.089 0.2763
H -0.904 6.762 -3.284 0.3071
N 0.048 -1.235 2.456 -0.0219
C 0.305 -0.541 3.655 0.5637
C 1.589 -0.459 4.187 -0.1059
C 1.820 0.292 5.333 -0.8196
C 0.779 0.952 5.961 -0.1891
C -0.506 0.854 5.449 -0.9135
C -0.750 0.107 4.307 -0.4033
S 1.109 2.122 7.290 1.2869
O 1.069 3.419 6.605 -0.6845
O 0.033 1.949 8.255 -0.7289
O 2.434 1.776 7.794 -0.7426
H 0.774 -1.889 2.204 -0.1998
H -0.868 -1.663 2.443 0.0622
H 2.407 -0.971 3.688 0.3734
H 2.809 0.373 5.766 0.4935
H -1.309 1.363 5.967 0.4239
H -1.748 0.019 3.890 0.4373
```

=====

(2)
DFT (ωB97M-V/def2-TZVPD) results for the molecule C5H6N2 in a non-equilibrium geometry.

Properties
- total charge = 0
- LUMO energy (eV) = 0.9
- SMILES string = N#C[C@H]1[C@H]2CCN21
- relative energy (zero: lowest compared OMol25 entry of this formula, charge and spin) (eV) = 2.425

Structure (XYZ):
```
13
Properties=species:S:1:pos:R:3:mulliken_charge:R:1
N -0.922 2.603 0.932 -0.4476
C -1.074 1.578 0.416 0.1180
C -1.291 0.259 -0.144 0.1719
C -0.306 -0.517 -0.932 -0.1696
C 1.148 -0.284 -0.580 -0.5277
C 0.710 -0.443 0.889 -0.4791
N -0.657 -0.919 0.466 -0.5429
H -2.331 0.084 -0.408 0.3840
H -0.657 -1.072 -1.800 0.3471
H 1.724 -1.161 -0.886 0.2816
H 1.651 0.624 -0.923 0.2805
H 1.257 -1.195 1.456 0.2938
H 0.658 0.472 1.484 0.2900
```

=====

(3)
DFT (ωB97M-V/def2-TZVPD) results for a 2-piece molecular cluster, C4H12N2S overall in a non-equilibrium geometry.

Properties
- total charge = 0
- LUMO energy (eV) = -3.5
- relative energy (zero: lowest compared OMol25 entry of this formula, charge and spin) (eV) = 5.068

Structure (XYZ):
```
19
Properties=species:S:1:pos:R:3:mulliken_charge:R:1
C 0.289 1.551 -0.232 -0.4263
N -0.178 0.092 -0.496 -0.1738
C 0.581 -0.712 -1.456 -0.2816
C 0.252 -2.231 -1.296 -0.2697
S -0.592 -2.912 1.790 -0.1042
C -0.014 1.939 1.325 -0.6349
N -1.179 1.364 2.012 -0.5055
H 1.422 1.537 -0.382 0.2670
H -0.398 2.143 -0.915 0.3149
H -0.323 -0.498 0.275 0.0353
H 1.677 -0.567 -1.432 0.3026
H 0.404 -0.415 -2.578 0.2300
H 0.984 -2.874 -1.786 0.3619
H 0.153 -2.538 -0.193 -0.4871
H -0.829 -2.438 -1.642 0.2953
H 0.888 1.521 1.809 0.3275
H -0.029 3.044 1.308 0.3297
H -1.033 0.416 2.289 0.2093
H -2.076 1.577 1.599 0.2099
```

=====

(4)
DFT (ωB97M-V/def2-TZVPD) results for C26H23N4O7ReS2 as an isolated structure in a non-equilibrium geometry.

Properties
- total charge = +1
- spin multiplicity = 2
- LUMO energy (spin up / spin down) (eV) = -4.7 / -4.4
- relative energy (zero: lowest compared OMol25 entry of this formula, charge and spin) (eV) = 0.867

Structure (XYZ):
```
63
Properties=species:S:1:pos:R:3:lowdin_spin:R:1
Re -0.114 0.689 -0.140 0.8627
S 2.108 0.745 -0.400 0.0711
C 2.446 2.120 -1.413 0.0019
C 3.698 2.290 -2.004 0.0123
C 3.938 3.419 -2.767 -0.0052
C 5.220 3.587 -3.388 -0.0009
N 6.245 3.711 -3.890 -0.0041
C 2.932 4.395 -2.931 0.0124
C 1.696 4.224 -2.335 -0.0071
C 1.446 3.074 -1.589 0.0065
S -0.098 2.801 -0.813 -0.0498
C 3.174 5.571 -3.716 0.0014
N 3.339 6.523 -4.335 0.0070
H 4.474 1.549 -1.874 0.0002
H 0.933 4.980 -2.461 -0.0005
C -2.785 1.494 -2.631 -0.0001
O -2.569 1.549 -1.225 0.0147
C -3.704 1.238 -0.443 0.0014
C -3.800 -0.251 -0.249 0.0001
O -2.569 -0.693 0.324 0.0022
C -2.593 -2.120 0.455 0.0001
H -3.545 2.222 -2.922 0.0000
H -3.087 0.495 -2.954 0.0000
H -1.839 1.748 -3.105 -0.0002
H -4.617 1.636 -0.894 0.0006
H -3.556 1.734 0.520 0.0000
H -3.954 -0.768 -1.203 0.0000
H -4.631 -0.509 0.415 0.0000
H -3.548 -2.433 0.884 0.0000
H -1.787 -2.412 1.120 0.0000
H -2.466 -2.589 -0.524 0.0000
O 0.268 -1.288 0.567 0.0099
C 0.215 -1.711 -0.628 0.0053
O -0.166 -0.805 -1.489 0.0199
C 0.525 -3.070 -1.014 0.0010
C 0.463 -3.417 -2.365 -0.0001
C 0.763 -4.709 -2.787 0.0000
C 1.118 -5.605 -1.804 -0.0002
O 1.437 -6.905 -1.954 -0.0001
C 1.821 -7.386 -0.657 0.0000
O 1.534 -6.348 0.279 0.0001
C 1.178 -5.259 -0.454 0.0002
C 0.892 -3.999 -0.019 -0.0002
H 0.182 -2.663 -3.086 -0.0001
H 0.724 -4.998 -3.827 0.0000
H 2.894 -7.591 -0.660 0.0000
H 1.230 -8.267 -0.416 0.0000
H 0.946 -3.715 1.022 0.0000
N -1.320 2.270 6.766 0.0005
C -0.152 2.208 6.088 0.0010
O 0.937 2.370 6.589 0.0018
C -0.252 1.906 4.610 0.0108
C 0.724 2.438 3.778 -0.0027
C 0.694 2.150 2.432 0.0091
N -0.243 1.344 1.892 0.0037
C -1.169 0.806 2.701 0.0134
C -1.214 1.077 4.054 -0.0018
H -1.279 2.501 7.745 0.0000
H -2.211 2.284 6.304 0.0000
H 1.506 3.062 4.185 -0.0004
H 1.422 2.559 1.749 0.0015
H -1.875 0.139 2.227 0.0010
H -1.976 0.605 4.658 -0.0003
```

=====

(5)
DFT (ωB97M-V/def2-TZVPD) results for a 2-piece molecular cluster, C15H14N4O5S overall in a non-equilibrium geometry.

Properties
- total charge = 0
- LUMO energy (eV) = -2.2
- relative energy (zero: lowest compared OMol25 entry of this formula, charge and spin) (eV) = 0.587

Structure (XYZ):
```
39
Properties=species:S:1:pos:R:3:mulliken_charge:R:1
C 2.331 -1.066 2.735 -1.1207
S 1.797 -0.189 1.243 0.4885
C 2.587 -1.278 0.012 -1.0788
C 0.173 -0.645 1.031 -0.8797
C -0.916 0.259 1.246 1.0363
C -2.325 -0.281 1.293 0.3082
C -2.611 -1.652 1.331 -0.1191
C -3.926 -2.110 1.461 -0.7979
C -4.981 -1.195 1.515 -0.2989
C -4.713 0.180 1.421 -0.6405
C -3.397 0.626 1.314 -0.3872
O -0.727 1.493 1.343 -0.7924
H 3.415 -0.925 2.807 0.4303
H 1.806 -0.587 3.566 0.3837
H 2.056 -2.119 2.627 0.3563
H 3.661 -1.063 0.059 0.4259
H 2.375 -2.312 0.303 0.4692
H 2.190 -1.056 -0.984 0.2563
H 0.035 -1.698 0.789 0.2523
H -1.779 -2.350 1.275 0.2525
H -4.108 -3.184 1.539 0.3709
H -6.002 -1.550 1.642 0.3729
H -5.524 0.906 1.451 0.3720
H -3.180 1.691 1.252 0.4116
O -1.704 0.396 -1.660 -0.5122
N -0.921 0.302 -2.635 0.8914
C 0.457 0.662 -2.486 -0.3298
C 0.973 1.216 -1.304 -0.5602
C 2.178 1.855 -1.484 -0.3082
N 2.958 2.594 -0.596 0.7353
O 2.742 3.046 0.513 -0.6072
O 4.204 2.831 -1.237 -0.1673
N 4.188 2.319 -2.554 -0.5595
C 2.950 1.755 -2.689 0.7880
N 2.488 1.134 -3.776 -0.6129
C 1.265 0.618 -3.669 -0.1966
O -1.304 -0.080 -3.766 -0.6127
H 0.444 1.324 -0.372 1.4531
H 0.846 0.131 -4.555 0.5273
```

=====

(6)
DFT (ωB97M-V/def2-TZVPD) results for a 2-piece molecular cluster, C18H17F2NS2 overall in a non-equilibrium geometry.

Properties
- total charge = 0
- LUMO energy (eV) = -3.0

Structure (XYZ):
```
40
Properties=species:S:1:pos:R:3:mulliken_charge:R:1
C -3.461 -0.069 3.461 -0.4848
C -3.411 -1.493 2.864 -0.5443
C -1.937 -1.805 2.551 -0.6240
N -1.216 -0.619 2.968 0.0201
C 0.103 -0.428 2.641 0.1420
S 0.809 -1.632 1.696 -0.4892
S 0.826 0.981 3.194 -0.4125
C -2.031 0.505 3.388 -0.5767
H -4.163 0.579 2.926 0.2478
H -3.759 -0.108 4.515 0.2741
H -3.790 -2.229 3.580 0.2488
H -4.009 -1.564 1.948 0.2606
H -1.608 -2.706 3.096 0.4185
H -1.793 -2.023 1.479 0.2916
H -1.981 1.345 2.672 0.2039
H -1.712 0.900 4.365 0.3401
F -2.361 4.197 -1.578 -0.2940
C -1.510 3.126 -1.518 0.5153
C -1.770 2.117 -0.593 -0.7887
C -0.871 1.065 -0.529 0.1111
C 0.288 0.973 -1.365 0.5774
C 1.175 -0.119 -1.144 0.9435
C 2.290 -0.589 -1.899 0.4795
C 2.780 -1.907 -1.616 -0.2233
C 3.865 -2.459 -2.277 -0.7858
C 4.483 -1.692 -3.263 0.5226
F 5.567 -2.210 -3.919 -0.2920
C 4.066 -0.403 -3.587 -0.8885
C 3.007 0.150 -2.881 -0.1237
C 0.446 2.011 -2.331 -0.1158
C -0.417 3.101 -2.378 -0.9803
H -2.645 2.160 0.054 0.4909
H -1.034 0.262 0.190 0.2343
H 0.955 -0.702 -0.240 -0.9163
H 2.272 -2.485 -0.847 0.3354
H 4.225 -3.459 -2.044 0.4460
H 4.573 0.164 -4.368 0.4369
H 2.747 1.184 -3.077 0.3600
H 1.249 1.966 -3.050 0.2094
H -0.246 3.914 -3.084 0.4302
```